Record 1
C56H79N5O17 | the ωB97M-V functional and the def2-TZVPD basis

Structure (XYZ):
```
157
Properties=species:S:1:pos:R:3:mulliken_charge:R:1
O 16.884 14.260 15.155 -0.4418
C 16.902 13.158 14.631 0.2311
C 16.012 12.837 13.519 0.2864
C 16.210 11.713 12.821 -0.5007
C 17.031 10.600 13.324 0.2512
O 17.243 9.574 12.733 -0.5597
C 17.677 10.784 14.649 -0.5530
C 17.610 11.957 15.263 -0.2842
H 15.369 13.657 13.137 0.1559
H 15.649 11.654 11.862 0.3950
H 18.297 9.992 14.968 0.5678
H 18.214 12.198 16.193 0.3752
O 15.407 9.174 16.799 -0.6018
C 15.196 10.264 17.269 0.2674
C 15.579 10.548 18.637 -0.5911
C 15.391 11.799 19.165 -0.3906
C 14.665 12.898 18.399 0.2447
O 14.558 14.027 18.874 -0.3322
C 14.271 12.600 17.042 0.4031
C 14.488 11.349 16.502 -0.6649
H 16.188 9.748 19.125 0.3738
H 15.631 12.030 20.211 0.4114
H 13.932 13.446 16.421 0.2223
H 14.419 11.005 15.480 0.4679
O 8.122 15.888 12.791 -0.6096
C 8.263 16.501 13.834 -0.4188
C 7.348 16.391 14.928 -0.4332
C 7.539 17.174 15.995 -0.1436
C 8.564 18.253 16.120 -0.0203
O 8.447 19.067 17.047 -0.6550
C 9.582 18.200 15.033 1.2013
C 9.431 17.362 14.070 0.3154
H 6.577 15.577 14.958 0.3503
H 6.782 17.135 16.791 0.4272
H 10.520 18.721 15.129 -0.4614
H 10.177 17.113 13.375 0.5083
O 16.502 20.083 16.226 -0.3811
C 16.613 21.260 16.493 0.5725
C 16.173 22.423 15.530 -0.2324
C 16.090 23.626 15.985 -0.1832
C 16.543 24.066 17.311 0.2118
O 16.640 25.238 17.585 -0.5572
C 16.935 22.982 18.368 -0.5220
C 17.099 21.752 17.903 -0.3694
H 15.863 22.110 14.501 0.0912
H 15.726 24.420 15.420 0.5635
H 17.155 23.339 19.358 0.4835
H 17.349 20.940 18.621 0.3440
O 9.817 19.987 11.073 -0.5272
C 10.760 20.634 11.425 -0.2008
C 11.297 21.829 10.620 -0.4546
C 12.169 22.675 11.095 -0.5514
C 12.813 22.448 12.442 0.0275
O 13.806 23.030 12.791 -0.5153
C 12.382 21.234 13.184 0.5912
C 11.518 20.334 12.670 0.8472
H 11.003 21.925 9.544 0.3430
H 12.724 23.389 10.424 0.3450
H 12.853 21.171 14.211 -0.2110
H 11.261 19.417 13.227 0.0823
O 11.605 16.695 22.327 -0.5831
C 11.432 16.632 21.154 -0.0804
C 12.281 15.969 20.066 0.0388
C 11.988 15.883 18.781 0.6709
C 10.670 16.415 18.291 0.3095
O 10.378 16.418 17.084 -0.2251
C 9.744 16.923 19.284 -0.6423
C 10.087 17.065 20.571 -0.7348
H 13.128 15.385 20.348 0.2463
H 12.638 15.366 18.136 0.1485
H 8.768 17.317 18.949 0.3431
H 9.387 17.495 21.240 0.5147
C 13.570 19.585 19.794 -0.4977
O 12.590 19.118 18.872 0.5339
C 11.688 20.030 18.380 -2.7255
C 12.074 20.647 17.059 4.0660
C 13.415 21.336 16.973 -1.3554
N 10.904 21.522 16.630 -0.7556
H 14.112 20.457 19.405 0.3235
H 14.336 18.800 20.001 -0.2624
H 13.124 19.942 20.710 0.3902
H 10.691 19.619 18.344 0.3681
H 11.638 20.795 19.099 0.5862
H 12.248 19.812 16.391 -1.6495
H 13.684 21.662 15.974 0.1597
H 14.206 20.669 17.389 -0.1591
H 13.443 22.189 17.615 0.4629
H 10.091 21.006 16.395 0.3733
H 11.130 21.962 15.749 0.3209
C 15.397 16.951 22.520 -0.8043
O 15.884 17.437 21.267 -0.3192
C 16.662 16.431 20.621 -1.4172
C 16.654 16.620 19.140 2.6456
C 17.481 15.538 18.380 -1.8125
N 17.200 17.975 18.820 -0.6424
H 16.200 16.429 23.106 0.3417
H 14.648 16.172 22.374 0.2661
H 14.914 17.780 23.002 0.2629
H 17.649 16.434 21.019 0.5013
H 16.274 15.465 20.867 0.5570
H 15.677 16.567 18.763 -1.0600
H 18.517 15.693 18.600 0.5234
H 17.354 15.539 17.335 0.1765
H 17.319 14.491 18.675 0.2218
H 16.776 18.599 19.564 0.3804
H 16.763 18.274 17.980 0.1600
C 9.436 13.435 14.824 -0.2832
O 9.904 12.581 15.822 -0.4577
C 10.056 13.199 17.088 0.4854
C 9.995 12.251 18.320 0.3273
C 9.863 12.954 19.621 -1.2986
N 11.290 11.531 18.475 -0.4554
H 9.288 12.805 13.922 0.3356
H 10.129 14.234 14.679 -0.0930
H 8.516 13.940 15.133 0.2338
H 11.026 13.732 17.022 -0.3680
H 9.222 13.974 17.226 0.0087
H 9.137 11.472 18.093 0.2068
H 9.919 12.219 20.493 0.4457
H 8.862 13.416 19.627 0.3787
H 10.715 13.668 19.725 0.1184
H 11.486 11.143 17.529 0.1824
H 11.277 10.758 19.102 0.2394
C 11.975 16.300 11.477 -1.1115
O 12.199 16.796 12.840 0.6329
C 13.053 15.965 13.578 -0.7387
C 13.041 16.591 14.944 2.6551
C 13.575 18.012 15.091 0.5004
N 13.840 15.661 15.812 1.5847
H 11.458 15.369 11.574 0.3647
H 12.929 16.218 10.934 0.1778
H 11.262 16.952 10.998 0.2541
H 12.669 14.926 13.608 0.3082
H 13.996 15.922 13.017 -0.4363
H 11.951 16.452 15.174 -1.8005
H 13.477 18.245 16.140 -0.0318
H 13.076 18.782 14.449 -1.0771
H 14.615 17.955 14.727 -0.0241
H 14.695 15.380 15.367 -0.2986
H 14.135 16.104 16.746 -0.7490
C 15.710 19.865 12.316 -0.4766
O 16.068 18.634 11.784 -0.4326
C 17.193 18.019 12.325 -0.6166
C 17.209 16.577 11.872 1.6889
C 18.393 15.847 12.482 -1.7763
N 17.296 16.408 10.375 -0.7120
H 16.541 20.550 12.274 0.5411
H 15.245 19.786 13.289 -0.0823
H 14.971 20.238 11.619 0.2822
H 18.075 18.392 11.891 0.3527
H 17.289 18.131 13.421 0.2735
H 16.303 16.038 12.155 -0.7411
H 18.415 14.880 12.029 0.6009
H 18.315 15.760 13.563 0.2013
H 19.355 16.322 12.201 0.4469
H 18.269 16.403 10.124 0.2307
H 16.734 17.028 9.817 0.2449
```

Computed properties:
E, eV: -101598.8173
SMILES string: O=C1C=CC(=O)C=C1.O=C1C=CC(=O)C=C1.O=C1C=CC(=O)C=C1.O=C1C=CC(=O)C=C1.O=C1C=CC(=O)C=C1.O=C1C=CC(=O)C=C1.COC[C@H](C)N.COC[C@H](C)N.COC[C@H](C)N.COC[C@H](C)N.COC[C@H](C)N
ΔE to the lowest compared entry with this formula, charge and spin, kcal/mol: 0.0
LUMO energy, hartree: -0.07060
HOMO-LUMO gap, hartree: 0.271
Spin multiplicity: 1

***

Record 2
C56H80FN4O4P2RbS | the ωB97M-V functional and the def2-TZVPD basis

Structure (XYZ):
```
149
Properties=species:S:1:pos:R:3:mulliken_charge:R:1
Rb 0.701 0.226 -0.300 1.0690
C 2.245 5.979 -0.814 -1.7718
C 2.612 4.499 -0.578 0.2752
C 2.956 3.739 -1.867 -1.3169
P 1.496 3.428 0.460 1.7377
C 1.483 4.292 2.116 1.9206
C 2.906 4.546 2.606 -1.7978
C 0.622 5.544 2.248 -1.7040
C -0.185 3.697 -0.198 0.3744
C -0.471 4.327 -1.402 -0.4331
C -1.757 4.371 -1.937 -0.0299
C -2.018 5.002 -3.280 -1.6810
C -2.765 3.746 -1.215 -0.9405
C -2.518 3.099 -0.016 -0.5120
C -1.219 3.042 0.537 -0.5949
N -0.808 2.333 1.627 0.6874
C -1.611 1.958 2.649 -0.1391
C -2.826 2.621 2.999 -0.6816
C -3.603 2.235 4.067 -1.0122
C -3.243 1.167 4.893 0.0381
C -4.105 0.723 6.045 -1.9366
C -2.040 0.545 4.602 0.3426
C -1.213 0.900 3.531 0.0628
P 0.394 0.085 3.230 0.5819
C 0.087 -1.749 3.119 3.2882
C -0.636 -2.518 4.223 -1.2773
C 1.427 -2.437 2.835 -2.2726
C 1.389 0.303 4.799 0.6079
C 2.109 1.651 4.695 -1.4760
C 0.732 0.190 6.174 -1.6893
H 2.873 6.643 -0.213 0.2418
H 1.208 6.201 -0.564 0.3366
H 2.391 6.258 -1.863 0.4190
H 3.526 4.473 0.025 0.5991
H 2.085 3.572 -2.502 0.1836
H 3.353 2.750 -1.623 0.0226
H 3.705 4.289 -2.447 0.5327
H 1.036 3.518 2.740 -1.1829
H 3.361 5.397 2.088 0.3869
H 3.548 3.674 2.451 0.2488
H 2.905 4.776 3.676 0.4764
H 1.052 6.388 1.700 0.2676
H 0.540 5.840 3.300 0.4538
H -0.387 5.371 1.867 0.2574
H 0.328 4.794 -1.967 0.2269
H -1.321 5.820 -3.476 0.3888
H -3.032 5.404 -3.343 0.4122
H -1.905 4.277 -4.094 0.2308
H -3.776 3.732 -1.615 0.2038
H -3.329 2.567 0.465 0.5549
H -3.134 3.474 2.410 0.5717
H -4.522 2.783 4.268 0.3117
H -5.149 0.593 5.743 0.3661
H -4.097 1.439 6.875 0.4251
H -3.760 -0.236 6.438 0.3699
H -1.729 -0.265 5.250 0.2575
H -0.510 -1.815 2.199 -1.9904
H -0.062 -2.509 5.154 0.3217
H -0.754 -3.564 3.922 0.3558
H -1.631 -2.124 4.422 0.1175
H 2.034 -2.501 3.745 0.4747
H 2.004 -1.907 2.075 0.3970
H 1.260 -3.453 2.469 0.5953
H 2.144 -0.488 4.707 0.3226
H 1.385 2.472 4.736 0.2125
H 2.653 1.741 3.753 0.1933
H 2.810 1.786 5.528 0.6031
H -0.014 0.978 6.305 0.2785
H 1.486 0.312 6.960 0.5038
H 0.236 -0.768 6.332 0.2511
C -4.340 -2.000 3.357 -2.1863
C -3.557 -2.533 2.162 2.5789
C -3.409 -4.055 2.231 -1.7731
C -4.129 -2.114 0.823 0.7014
C -5.500 -1.924 0.662 -0.3437
C -6.033 -1.549 -0.559 -1.2178
C -5.178 -1.319 -1.626 -0.5213
C -3.805 -1.488 -1.502 -0.0241
C -2.870 -1.067 -2.618 3.8577
C -3.436 -1.237 -4.024 -2.4458
C -2.490 0.392 -2.357 -1.0330
C -3.260 -1.938 -0.275 -0.6200
N -1.876 -2.148 -0.130 0.9277
C -1.407 -3.260 -0.716 -0.0744
C -2.160 -4.275 -1.377 -0.5568
C -1.568 -5.398 -1.943 -0.9442
C -0.198 -5.603 -1.916 -0.8509
C 0.589 -4.632 -1.285 -0.4127
C -0.007 -3.539 -0.722 -0.0053
F 0.814 -2.631 -0.126 0.4055
H -3.836 -2.274 4.289 0.4503
H -5.348 -2.424 3.410 0.5190
H -4.419 -0.911 3.329 0.3238
H -2.553 -2.113 2.188 -0.9480
H -4.389 -4.541 2.163 0.3238
H -2.943 -4.360 3.175 0.4145
H -2.795 -4.420 1.407 0.3336
H -6.163 -2.069 1.508 0.2150
H -7.103 -1.413 -0.673 0.3499
H -5.590 -0.983 -2.572 0.2621
H -1.969 -1.675 -2.549 -1.3478
H -4.299 -0.588 -4.200 0.4647
H -3.738 -2.271 -4.212 0.4397
H -2.680 -0.963 -4.764 0.3877
H -3.374 1.029 -2.470 0.4460
H -1.705 0.756 -3.025 0.2161
H -2.150 0.515 -1.328 -0.3377
H -3.237 -4.170 -1.431 0.5109
H -2.211 -6.128 -2.427 0.3409
H 0.259 -6.469 -2.379 0.3685
H 1.671 -4.693 -1.254 0.3895
O 3.302 0.333 0.274 -0.9376
S 3.756 -1.048 -0.097 1.0096
C 5.022 -0.824 -1.364 -0.8040
C 6.249 -0.310 -0.630 -0.6451
C 6.418 -1.264 0.550 -0.6736
C 5.026 -1.458 1.164 -0.8643
H 4.570 -0.157 -2.097 0.1819
H 5.171 -1.796 -1.842 0.3732
H 6.065 0.708 -0.279 0.2040
H 7.132 -0.294 -1.274 0.4261
H 7.133 -0.900 1.291 0.3647
H 6.791 -2.223 0.180 0.2759
H 4.814 -0.744 1.961 0.3330
H 4.847 -2.465 1.541 0.4097
C -0.166 -3.087 -4.415 -0.8876
C 1.161 -3.353 -5.110 -1.8184
C 2.142 -2.152 -5.097 3.0445
C 3.379 -2.499 -5.933 -1.5442
C 4.414 -1.380 -5.961 -1.1542
C 1.414 -0.992 -5.747 -0.2950
O 1.146 -0.956 -6.938 -0.7526
N 1.032 0.001 -4.901 0.3760
C 1.305 0.068 -3.517 -0.6849
O 0.799 1.016 -2.916 -0.6725
N 2.096 -0.848 -2.926 1.0713
C 2.573 -1.890 -3.639 -0.6892
O 3.353 -2.713 -3.151 -0.7864
H -0.797 -3.976 -4.413 0.6143
H -0.718 -2.285 -4.909 0.1956
H -0.022 -2.812 -3.368 -0.1819
H 0.988 -3.607 -6.159 0.4349
H 1.682 -4.190 -4.639 0.4610
H 3.041 -2.724 -6.946 0.4934
H 3.814 -3.401 -5.503 0.4406
H 3.998 -0.467 -6.395 0.2777
H 5.284 -1.660 -6.560 0.4906
H 4.763 -1.153 -4.951 0.1280
H 0.462 0.746 -5.271 0.2825
```

Computed properties:
E, eV: -106312.5857
ΔE to the lowest compared entry with this formula, charge and spin, kcal/mol: 2.4
LUMO energy, hartree: 0.12795
HOMO-LUMO gap, hartree: 0.182
Spin multiplicity: 1
Charge: -2